No. 1
C30H59BCsCuF4NO12S4 as an isolated structure at a distorted geometry. Source: the OMol25 dataset; level of theory: ωB97M-V/def2-TZVPD.

```
! wB97M-V def2-TZVPD RIJCOSX def2/J DEFGRID3
* xyz -1 1
Cs -19.84493 -15.37919 14.34158
Cu -18.76287 -18.83259 14.68724
C -16.64078 -16.43472 18.72629
C -16.49220 -17.45606 17.63760
C -15.43753 -18.48140 18.04776
C -15.76514 -19.49313 19.21128
C -17.01549 -20.05324 18.66212
C -18.27724 -19.26174 18.17073
N -17.77413 -18.15539 17.32046
O -18.81072 -17.38084 16.80098
C -18.99362 -18.75234 19.49609
C -19.15598 -20.29163 17.37227
C -15.78145 -16.96311 16.30856
H -15.83503 -15.70097 18.74813
H -16.77887 -16.90631 19.69924
H -17.49816 -15.79000 18.53305
H -14.61311 -17.83093 18.33986
H -15.00283 -19.09152 17.25599
H -15.87405 -19.03755 20.19549
H -15.04668 -20.30857 19.29474
H -17.36895 -20.79684 19.37642
H -16.53415 -20.60817 17.85685
H -18.38466 -18.12797 20.14987
H -19.66349 -19.42586 20.03065
H -19.73212 -18.05588 19.09901
H -19.63856 -20.98938 18.05664
H -18.49988 -20.75044 16.63260
H -19.93798 -19.82777 16.77109
H -14.84827 -16.42081 16.46081
H -16.43131 -16.26225 15.78455
H -15.62143 -17.79410 15.62157
B -22.04793 -18.29876 13.06455
F -22.23146 -17.00023 12.63725
F -23.35917 -18.84544 13.21144
F -21.29324 -19.00584 12.04388
F -21.35671 -18.22859 14.32481
C -16.88848 -17.19977 12.40876
O -18.20238 -17.55818 12.68265
H -16.45960 -17.56749 11.47659
H -16.75126 -16.11853 12.42197
H -16.18714 -17.53899 13.17110
C -20.51342 -9.05743 15.84073
C -20.92369 -8.52503 14.38242
C -20.89772 -9.73963 13.46568
S -21.21269 -11.36804 14.34443
O -20.07110 -12.32795 14.21772
O -22.59325 -11.80006 14.14183
C -21.21439 -10.40451 15.98413
H -20.87811 -8.50184 16.70469
H -19.43237 -9.14075 15.95247
H -20.12410 -7.83034 14.12521
H -21.76674 -7.83547 14.42585
H -19.88738 -10.03800 13.18584
H -21.34179 -9.70035 12.47101
H -20.87921 -11.13798 16.71746
H -22.26957 -10.16217 16.11052
C -24.85383 -11.38646 10.76335
C -25.65398 -11.16570 12.09664
C -25.92088 -12.62291 12.68623
S -24.77739 -13.79063 11.77756
O -25.70933 -14.30992 10.75270
O -24.00134 -14.55496 12.76670
C -23.83069 -12.50827 11.03729
H -24.40864 -10.49179 10.32807
H -25.66537 -11.80833 10.17046
H -26.61206 -10.64617 12.08013
H -25.08203 -10.59616 12.82917
H -26.90608 -13.08044 12.77650
H -25.42315 -12.73190 13.64981
H -23.44141 -13.04602 10.17278
H -23.13011 -12.15835 11.79548
C -23.20091 -16.12710 16.49836
C -23.58732 -15.08321 17.50179
C -24.51622 -14.08126 16.74268
S -25.74862 -15.24642 16.01421
O -26.29628 -14.75357 14.76511
O -26.70284 -15.60917 17.04794
C -24.42494 -16.43672 15.60532
H -22.71851 -17.05782 16.79692
H -22.43938 -15.71713 15.83496
H -22.73938 -14.49917 17.85958
H -23.99231 -15.49338 18.42691
H -23.92027 -13.69826 15.91427
H -24.90939 -13.27375 17.36028
H -24.22959 -16.17433 14.56556
H -24.79798 -17.46081 15.59242
C -15.62387 -11.91897 11.67867
C -16.29633 -10.62534 12.24981
C -16.94242 -10.91811 13.55092
S -16.07979 -12.44517 14.26619
O -17.01193 -13.53492 14.61122
O -14.99354 -11.98258 15.13736
C -15.26024 -12.99998 12.65090
H -14.73558 -11.67908 11.09430
H -16.33017 -12.36219 10.97667
H -16.83568 -10.17517 11.41641
H -15.55019 -9.85014 12.42425
H -17.87758 -11.44678 13.36629
H -17.16602 -10.21870 14.35647
H -15.84110 -13.87029 12.34551
H -14.36211 -13.60067 12.79453
O -20.52952 -15.18870 6.50593
C -20.45067 -15.65613 7.61912
O -19.24541 -15.70466 8.24665
C -19.31425 -16.28402 9.58379
C -20.78351 -16.22224 9.96382
C -21.50763 -16.26711 8.63943
H -18.57202 -15.90513 10.28639
H -19.03079 -17.33429 9.51543
H -20.95923 -15.20557 10.31538
H -20.89185 -16.99533 10.72454
H -22.34837 -15.58382 8.51959
H -21.68577 -17.29433 8.32132
*
```

Output
Kohn-Sham gap = 4.4 eV
F_max = 3.89 eV/A
HOMO energy = -0.124 Eh

=====

No. 2
C30H59BiBrN9O5Si2 as an isolated structure. Source: the OMol25 dataset; level of theory: ωB97M-V/def2-TZVPD.

```
! wB97M-V def2-TZVPD RIJCOSX def2/J DEFGRID3
* xyz 0 1
Bi 0.07913 0.45563 -0.46844
N -0.89404 2.76923 -1.33931
C -1.82717 3.60037 -0.56458
C -2.70153 2.74818 0.34323
N -1.92086 1.90116 1.22931
C -1.21285 2.57407 2.30985
C 0.22673 2.93072 1.95283
N 0.96333 1.73465 1.51854
H -0.25565 3.35021 -1.86817
H -1.42102 2.21634 -2.01673
H -2.48114 4.18103 -1.22271
H -1.25737 4.32018 0.02269
H -3.33083 2.09677 -0.26789
H -3.37256 3.42242 0.89625
H -2.49526 1.15046 1.58839
H -1.18126 1.89474 3.16394
H -1.73331 3.48748 2.63149
H 0.69229 3.36774 2.84263
H 0.27255 3.68038 1.16235
H 0.84895 0.99021 2.25038
H 1.94788 1.95693 1.44868
N 1.25404 -1.42431 0.90217
N 0.80914 -2.71931 0.59494
C 0.16229 -2.96705 -0.56829
N -0.41986 -4.16414 -0.66315
N 0.27287 -2.02190 -1.50553
N -0.29194 -2.24792 -2.74026
O 0.12728 -1.54086 -3.63238
O -1.10190 -3.15082 -2.93364
H 2.26534 -1.42757 0.95763
H 0.85508 -1.11903 1.83633
H 0.52318 -3.28131 1.38825
H -0.61759 -4.66807 0.19209
H -1.06183 -4.27576 -1.43335
Br -5.67846 0.07052 -0.83335
C -5.08532 -0.42473 -2.57068
C -6.06229 -0.63146 -3.53279
C -5.69096 -0.97495 -4.82293
C -4.34835 -1.09093 -5.15296
C -3.38197 -0.85837 -4.18984
C -3.73581 -0.53428 -2.88155
C -2.62210 -0.36062 -1.87927
O -2.70157 -0.91014 -0.77610
O -1.61422 0.30553 -2.30150
H -7.10479 -0.52379 -3.26770
H -6.45569 -1.14735 -5.56908
H -4.05482 -1.35954 -6.15903
H -2.32878 -0.93643 -4.42828
N -2.10423 -1.43062 2.05676
C -2.20807 -2.79214 2.18913
C -1.37585 -3.51297 3.06045
C -1.48068 -4.89504 3.15582
C -2.41782 -5.59397 2.40503
C -3.26741 -4.87692 1.56433
C -3.16656 -3.50322 1.44848
H -1.30242 -0.97187 2.48934
H -2.43598 -1.05821 1.17557
H -0.64954 -2.97285 3.65779
H -0.82425 -5.42836 3.83327
H -2.50201 -6.66877 2.49020
H -4.01547 -5.40098 0.98155
H -3.81117 -2.95504 0.77156
C 3.02997 -0.83519 -2.54359
Si 2.54397 0.83008 -1.82324
C 4.01185 1.32424 -0.66044
C 3.96377 2.78746 -0.20426
C 5.34262 1.10961 -1.40132
C 4.06441 0.41096 0.57161
C 2.27996 2.04709 -3.28889
C 2.03019 3.49562 -2.82822
C 3.46213 2.05351 -4.27072
C 1.06576 1.51946 -4.07382
H 3.94613 -0.73890 -3.13092
H 2.24244 -1.23174 -3.17989
H 3.21145 -1.56887 -1.75473
H 4.18321 3.46682 -1.02779
H 4.71706 2.96286 0.57168
H 2.99334 3.08607 0.20041
H 5.40250 1.66824 -2.33461
H 5.51066 0.05625 -1.62874
H 6.16884 1.44419 -0.76401
H 3.21447 0.53270 1.24434
H 4.96576 0.63116 1.15376
H 4.12519 -0.64116 0.27993
H 2.96125 4.06155 -2.78421
H 1.58434 3.56574 -1.83263
H 1.37629 4.01690 -3.53627
H 4.35281 2.51477 -3.84307
H 3.19308 2.63563 -5.15929
H 3.72152 1.04888 -4.60791
H 0.17248 1.37065 -3.46750
H 1.28340 0.55313 -4.53251
H 0.81363 2.21954 -4.87807
C 1.78958 -1.66288 5.37736
Si 0.56607 -0.36718 4.76968
C 1.20480 1.31112 5.34839
C -1.08126 -0.66906 5.62405
O 0.41289 -0.38997 3.16437
H 1.83607 -1.68804 6.46913
H 2.79603 -1.45061 5.00654
H 1.51712 -2.66582 5.03700
H 1.43087 1.30495 6.41792
H 0.47090 2.10393 5.17586
H 2.12341 1.58209 4.81943
H -0.98488 -0.61710 6.71174
H -1.49206 -1.65002 5.37227
H -1.81960 0.07796 5.31943
*
```

Output
Kohn-Sham gap = 7.8 eV
ΔE to the lowest compared entry with this formula, charge and spin = 0.00 kcal per mole
F_max = 0.96 eV/A
HOMO energy = -0.279 Eh

=====

No. 3
C30H60ErP2Si2 as an isolated structure at a distorted geometry. Source: the OMol25 dataset; level of theory: ωB97M-V/def2-TZVPD.

```
! wB97M-V def2-TZVPD RIJCOSX def2/J DEFGRID3
* xyz 1 4
Er -1.91443 -0.37448 -0.12928
C -2.69407 -1.10686 2.08390
C -2.79986 0.32567 2.00397
C -4.30857 -0.59723 0.48003
C -3.64050 -1.67697 1.15726
C -3.79781 0.63967 1.01332
C -1.86091 -1.85490 3.05950
H -0.80646 -1.95569 2.74834
H -2.25253 -2.86761 3.22034
H -1.85209 -1.32883 4.02776
C -4.05358 -3.09733 1.13325
H -3.85817 -3.56792 2.10674
H -3.51911 -3.68702 0.37832
H -5.12709 -3.18584 0.91419
C -5.50255 -0.75848 -0.39358
H -6.17501 -1.53610 -0.00327
H -5.23927 -1.04272 -1.42111
H -6.07029 0.18109 -0.45152
C -4.18507 1.99928 0.55238
H -5.25878 2.18130 0.71350
H -3.98743 2.14619 -0.52359
H -3.62962 2.77020 1.10554
C -1.97526 1.30690 2.75628
H -2.60142 2.13214 3.12309
H -1.18198 1.76618 2.13739
H -1.49703 0.83354 3.62039
C 2.98617 -0.52429 0.93912
C 2.52921 -0.40932 2.19924
C 1.75790 0.74399 2.75887
C 2.24624 2.18913 2.43805
C 1.55097 2.91475 1.38774
C 1.33174 2.60355 -0.01891
C 1.61877 1.13017 -0.50741
C 2.97271 0.60945 -0.02676
H 1.78429 0.63462 3.86119
H 3.34939 2.20579 2.33584
H 0.67977 0.69999 2.49334
H 3.46369 1.48865 0.57260
H 3.38637 -1.46855 0.55070
H 2.55298 -1.28596 2.86040
H 3.61261 0.36789 -0.89469
H 0.79254 0.48872 -0.15245
H 0.24332 2.79240 -0.25118
H 1.58331 1.10631 -1.61765
H 2.06920 2.79433 3.35279
H 1.09193 3.86140 1.73060
P 4.57366 2.59734 0.08653
C 6.04109 1.68399 -0.39732
C 5.00722 3.73339 1.41520
P 2.07821 3.89993 -1.02019
C 3.82542 3.42886 -1.31402
C 2.20594 5.47011 -0.14833
C 1.41911 4.24571 -2.63403
H 5.94075 1.29988 -1.42285
H 6.19832 0.84357 0.29632
H 6.90505 2.36387 -0.34395
H 5.99546 4.15366 1.17317
H 5.09009 3.19038 2.36659
H 4.28588 4.55306 1.52701
H 2.14637 4.88570 -3.15831
H 0.47099 4.78628 -2.53133
H 1.27237 3.32074 -3.20269
H 3.89236 2.79348 -2.21534
H 4.41063 4.35072 -1.50280
H 1.38281 6.10896 -0.48867
H 3.15337 5.96185 -0.40551
H 2.14211 5.36393 0.93930
C 1.12347 -4.57722 -1.58529
Si -0.26658 -3.99547 -0.44336
C -1.56699 -5.35758 -0.49875
C 0.46112 -3.90031 1.28639
C -0.86634 -2.31127 -0.99145
Si -1.87581 -2.06602 -2.54567
C -3.44386 -3.09547 -2.59984
C -2.41328 -0.22663 -2.59319
C -0.92740 -2.45962 -4.10216
H 1.65336 -5.40445 -1.08861
H 1.85202 -3.77998 -1.79137
H 0.73718 -4.94452 -2.54688
H -1.04723 -6.31782 -0.35137
H -2.31110 -5.26834 0.30162
H -2.09483 -5.40957 -1.45958
H 0.98193 -2.94821 1.45257
H -0.31101 -4.01463 2.05758
H 1.19532 -4.70808 1.42673
H 0.11489 -1.79331 -1.14222
H -4.03826 -3.05727 -1.67846
H -4.06599 -2.71948 -3.42546
H -3.19977 -4.14613 -2.80278
H -1.58124 0.50640 -2.62798
H -2.94983 -0.15057 -3.54980
H -3.18522 0.12851 -1.84395
H 0.07395 -2.01003 -4.09319
H -0.81764 -3.54257 -4.24772
H -1.48232 -2.05297 -4.95916
*
```

Output
Kohn-Sham gap (spin up / spin down) = 4.5 / 4.6 eV
ΔE to the lowest compared entry with this formula, charge and spin = 50.09 kcal per mole
F_max = 2.88 eV/A
HOMO energy (spin up / spin down) = -0.275 / -0.276 Eh

=====

No. 4
A 9-piece molecular cluster, C30H60F3N5O10P overall at a distorted geometry. Source: the OMol25 dataset; level of theory: ωB97M-V/def2-TZVPD.

```
! wB97M-V def2-TZVPD RIJCOSX def2/J DEFGRID3
* xyz 1 1
C 4.51447 -4.77730 -3.86050
C 3.96863 -5.53123 -5.12281
C 2.51630 -6.08787 -4.84983
O 2.01796 -5.40088 -3.63039
C 0.74974 -5.15912 -3.72313
N -0.29876 -5.95656 -3.37516
C -1.37430 -5.18588 -3.66415
N -2.59378 -5.67003 -3.44621
P -4.17408 -4.90638 -3.67693
N -4.73006 -5.17812 -5.29913
O -5.21435 -5.82047 -2.75562
N -1.05077 -3.94566 -4.16451
C -1.74239 -2.78869 -4.63382
F -2.48639 -2.18721 -3.74317
F -0.85647 -1.85050 -5.04902
F -2.46638 -3.14866 -5.73153
N 0.31214 -3.99753 -4.20451
H 5.58380 -4.56461 -4.04497
H 4.00373 -3.81888 -3.69552
H 4.46799 -5.40736 -2.95431
H 3.94339 -4.79977 -5.94724
H 4.59377 -6.41611 -5.34223
H 2.52272 -7.17261 -4.65164
H 1.83129 -5.83681 -5.68410
H -2.60313 -6.60826 -3.04242
H -3.98010 -5.51529 -5.91000
H -4.93902 -4.23740 -5.64212
H -5.16278 -6.73016 -3.11303
H 0.96748 -3.29455 -4.53658
C 4.13764 -3.47990 1.13594
C 3.58926 -3.63738 -0.25409
O 4.24565 -3.35873 -1.23629
C 2.17887 -4.16038 -0.38117
H 5.15608 -3.09677 1.07973
H 3.52611 -2.77210 1.69927
H 4.15273 -4.44267 1.64110
H 1.48324 -3.48063 0.11641
H 2.11027 -5.15637 0.05955
H 1.91234 -4.22512 -1.43583
C -0.38613 -0.84642 -1.20810
C 0.39785 -0.36113 -0.01141
O 0.10405 -0.70612 1.11041
C 1.55498 0.56271 -0.27365
H -1.18862 -1.50388 -0.87134
H -0.82645 0.00178 -1.73550
H 0.27014 -1.40735 -1.87927
H 1.20268 1.47298 -0.75887
H 2.29460 0.06170 -0.90444
H 2.02526 0.83136 0.66971
C -2.30834 3.68128 1.67271
C -1.32528 2.54257 1.74461
O -0.36367 2.49238 1.00322
C -1.58355 1.47080 2.77330
H -2.00383 4.37396 0.89629
H -3.30234 3.29879 1.43151
H -2.33300 4.21268 2.62564
H -2.54621 0.99408 2.57989
H -1.57771 1.90840 3.77339
H -0.80179 0.71640 2.71562
C -0.53664 8.04061 1.18286
C -1.29970 7.23351 0.16612
O -2.16977 6.45725 0.49937
C -0.93756 7.42930 -1.28463
H -0.89862 7.80098 2.18109
H 0.52626 7.79910 1.12855
H -0.68752 9.10610 1.00244
H 0.10793 7.16157 -1.44670
H -1.10593 8.46808 -1.57332
H -1.56389 6.78763 -1.90318
C 0.46049 -2.48783 -10.38343
C 0.79412 -2.51088 -8.91473
O 1.92165 -2.32909 -8.51625
C -0.33700 -2.77149 -7.94940
H 1.36550 -2.29096 -10.95531
H 0.05509 -3.45410 -10.68924
H -0.26374 -1.69763 -10.58922
H -0.78092 -3.75120 -8.13906
H -1.09446 -1.99200 -8.04591
H 0.05224 -2.75863 -6.93520
C -0.95417 7.15651 5.46363
C 0.22492 8.07853 5.62660
O 0.44136 8.97883 4.84453
C 1.12962 7.83519 6.80931
H -1.51766 7.44436 4.57637
H -0.60807 6.12724 5.34193
H -1.60975 7.23167 6.33628
H 1.56466 6.83616 6.74625
H 0.56444 7.93844 7.73721
H 1.93463 8.56900 6.80529
C -5.14986 8.62992 8.16613
C -4.15865 7.49704 8.22902
O -3.20810 7.44846 7.47836
C -4.39729 6.42673 9.26312
H -4.85586 9.32386 7.38004
H -6.14438 8.24243 7.93864
H -5.16612 9.16365 9.11783
H -5.35891 5.94318 9.08342
H -4.38069 6.86449 10.26255
H -3.60997 5.67721 9.19563
C 4.38992 -3.78619 5.30741
C 3.44716 -4.77772 4.67552
O 3.63100 -5.19524 3.55225
C 2.26687 -5.22837 5.49709
H 5.19018 -3.55094 4.60691
H 3.85484 -2.86668 5.55100
H 4.82863 -4.21285 6.21080
H 1.63944 -4.37167 5.74894
H 2.61320 -5.71807 6.40863
H 1.67563 -5.93855 4.92074
*
```

Output
Kohn-Sham gap = 7.1 eV
F_max = 2.92 eV/A
HOMO energy = -0.375 Eh